C49H41MnN6O2PSe as an isolated structure, computed with ωB97M-V/def2-TZVPD.

Computed properties:
**ΔE to the lowest compared entry with this formula, charge and spin**: 27.57 kcal per mole
**F_max**: 0.0097 hartree/bohr
**Multiplicity**: 4
**⟨S²⟩**: 3.845
**Highest occupied orbital energy (alpha / beta)**: -12.2 / -12.2 eV
**HOMO-LUMO gap (alpha / beta)**: 0.2295 / 0.1685 hartree
**M**: 910.78 g mol⁻¹
**Total charge**: +2

Element x y z (Å)
Mn1 0.93635 0.34678 -0.32979
N1 3.03899 -3.78606 -9.60415
C1 2.82873 -3.31848 -8.57791
C2 2.56502 -2.73268 -7.28948
C3 1.46014 -1.90312 -7.12066
C4 1.20999 -1.33920 -5.88147
C5 2.05533 -1.60500 -4.80656
C6 3.15297 -2.44388 -4.98227
C7 3.41537 -3.00319 -6.22009
C8 1.76922 -1.02742 -3.46472
C9 1.47284 -1.91811 -2.44458
C10 1.04718 -3.28578 -2.56724
C11 0.54232 -3.71887 -1.39680
C12 0.50967 -2.59315 -0.41453
N2 1.40243 -1.55881 -1.06078
C13 1.68074 0.36207 -3.32394
C14 1.96089 1.32303 -4.35574
C15 1.56342 2.53726 -3.89438
C16 1.05844 2.31343 -2.57984
N3 1.12768 1.03595 -2.22311
H1 0.80299 -1.70665 -7.95613
H2 0.34404 -0.70362 -5.74766
H3 3.81756 -2.64865 -4.15192
H4 4.27353 -3.64386 -6.36522
H5 1.08378 -3.84528 -3.48844
H6 0.10588 -4.68748 -1.20691
H7 -0.52882 -2.26483 -0.28907
H8 2.39812 1.09097 -5.31202
H9 1.61289 3.48854 -4.39616
H10 0.66210 3.06174 -1.91075
O1 3.64599 1.32398 0.25839
C17 2.60113 0.92480 0.06956
Se1 -1.74996 2.10263 3.47849
C18 -2.78355 2.63102 4.92546
C19 -2.58968 3.89805 5.50068
C20 -3.37413 4.29825 6.56347
C21 -4.36211 3.44956 7.05476
C22 -4.56893 2.19645 6.48567
C23 -3.78559 1.78321 5.42675
H11 -1.82158 4.54922 5.10601
H12 -3.22453 5.27089 7.01085
H13 -4.97793 3.76984 7.88432
H14 -5.34617 1.54950 6.86851
H15 -3.95286 0.82107 4.96027
C24 -7.71017 -1.31298 4.55560
C25 -6.81291 -0.53239 3.63546
C26 -7.21679 0.67289 3.07562
C27 -6.39676 1.41058 2.23059
C28 -5.13289 0.92680 1.93076
N4 -4.19992 1.63401 1.12189
C29 -4.49318 2.62354 0.23976
O2 -5.59556 3.01003 -0.05326
N5 -3.37927 3.23468 -0.40487
C30 -2.04823 3.23276 0.01240
C31 -1.40810 4.39130 0.45821
C32 -0.08510 4.33249 0.84820
C33 0.59341 3.12929 0.77910
N6 0.00975 2.01919 0.31010
C34 -1.27996 2.07663 -0.05719
C35 -4.71240 -0.28510 2.46791
C36 -5.54093 -1.00210 3.31217
H16 -8.71699 -0.89989 4.56585
H17 -7.33364 -1.29815 5.57959
H18 -7.77798 -2.35564 4.24538
H19 -8.20530 1.05483 3.29734
H20 -6.74276 2.33956 1.80794
H21 -3.23690 1.39721 1.28980
H22 -3.69849 4.08478 -0.84974
H23 -1.96382 5.31841 0.51874
H24 0.42436 5.20881 1.22189
H25 1.62799 3.05510 1.08355
H26 -1.72075 1.16283 -0.45212
H27 -3.73172 -0.67256 2.21735
H28 -5.19935 -1.94762 3.71667
C37 -0.82707 -1.46175 2.31788
P1 0.79743 -0.98619 1.66239
C38 1.41466 -2.53071 0.84373
C39 2.53584 -2.11016 -0.13061
C40 3.35047 -3.26821 -0.60014
C41 3.41024 -4.38492 0.12509
C42 2.59472 -4.60081 1.33243
C43 1.64268 -3.74000 1.68496
C44 1.80535 -0.65664 3.12064
C45 1.19332 -0.31507 4.32609
C46 1.96770 -0.02382 5.44013
C47 3.34953 -0.08095 5.36211
C48 3.96659 -0.42506 4.16595
C49 3.20011 -0.70181 3.04718
H29 -0.70323 -2.17907 3.13057
H30 -1.44577 -1.90778 1.54056
H31 -1.33784 -0.58118 2.70977
H32 3.20538 -1.29883 0.14158
H33 3.98970 -3.13007 -1.46358
H34 4.09618 -5.16889 -0.16766
H35 2.77900 -5.48690 1.92389
H36 1.03227 -3.90248 2.56394
H37 0.11538 -0.26320 4.40650
H38 1.48562 0.24378 6.37021
H39 3.94976 0.14143 6.23374
H40 5.04462 -0.47879 4.10579
H41 3.70882 -0.96716 2.13044

A 10-piece molecular cluster, C20H60O10 overall at a distorted geometry, computed with ωB97M-V/def2-TZVPD.

Computed properties:
**ΔE to the lowest compared entry with this formula, charge and spin**: 53.95 kcal per mole
**F_max**: 0.0300 hartree/bohr
**Multiplicity**: 1
**SMILES**: CCO.CCO.CCO.CCO.CCO.CCO.CCO.CCO.CCO.CCO
**Highest occupied orbital energy**: -9.3 eV
**HOMO-LUMO gap**: 0.3482 hartree
**M**: 460.69 g mol⁻¹
**Total charge**: 0

Element x y z (Å)
C1 -3.61553 -22.84717 -7.73562
C2 -3.28659 -23.94269 -8.74302
O1 -2.12228 -24.61786 -8.19712
H1 -3.92951 -23.25726 -6.77869
H2 -4.38428 -22.21223 -8.19103
H3 -2.79478 -22.16453 -7.50639
H4 -3.07479 -23.57121 -9.74980
H5 -4.08929 -24.68150 -8.81473
H6 -2.22829 -25.53856 -8.46264
C3 -2.67430 -24.82325 -12.41266
C4 -1.52088 -23.90017 -12.71855
O2 -1.95718 -22.80228 -13.50819
H7 -3.24342 -25.15533 -13.27877
H8 -3.41937 -24.36390 -11.75500
H9 -2.28391 -25.66806 -11.83851
H10 -0.80042 -24.47173 -13.31528
H11 -0.96928 -23.62800 -11.81581
H12 -1.67298 -21.97376 -13.10212
C5 -5.91785 -17.32270 -9.48080
C6 -7.05523 -18.24035 -9.08956
O3 -8.20022 -17.36326 -9.00040
H13 -6.11203 -16.81699 -10.42825
H14 -4.94294 -17.81201 -9.50206
H15 -5.79202 -16.45057 -8.82941
H16 -6.93055 -18.85129 -8.19391
H17 -7.27256 -18.98763 -9.85243
H18 -8.01407 -16.68874 -8.33915
C7 -8.62457 -23.46862 -12.75199
C8 -9.24581 -23.18009 -14.10484
O4 -10.19355 -24.17896 -14.51021
H19 -9.01682 -22.84079 -11.94846
H20 -7.54003 -23.35868 -12.69560
H21 -8.84119 -24.50444 -12.48422
H22 -8.45802 -23.05734 -14.85946
H23 -9.77022 -22.22220 -14.18572
H24 -9.71172 -24.74122 -15.12389
C9 -7.43480 -18.26909 -12.76146
C10 -7.89707 -18.94234 -14.05714
O5 -8.66724 -17.96755 -14.78256
H25 -8.28615 -18.03079 -12.12201
H26 -6.87205 -17.40387 -13.10597
H27 -6.76965 -18.88873 -12.15262
H28 -8.52109 -19.83323 -13.93344
H29 -7.04306 -19.26925 -14.64867
H30 -9.32457 -17.62770 -14.16987
C11 -7.43494 -24.82533 -8.36371
C12 -7.80735 -26.28193 -8.62682
O6 -6.54996 -26.97956 -8.72814
H31 -7.05823 -24.59260 -7.36723
H32 -8.26861 -24.13382 -8.50765
H33 -6.66556 -24.56644 -9.09084
H34 -8.34650 -26.29751 -9.57817
H35 -8.44198 -26.78375 -7.89647
H36 -6.78310 -27.91151 -8.64867
C13 -5.50992 -21.28241 -16.54674
C14 -4.80769 -21.50009 -15.22192
O7 -3.86351 -22.53319 -15.45320
H37 -4.71993 -21.11465 -17.27767
H38 -6.26463 -20.50528 -16.67297
H39 -6.06034 -22.20018 -16.77529
H40 -5.41133 -21.78073 -14.35511
H41 -4.30898 -20.57016 -14.91226
H42 -3.20750 -22.62545 -14.72781
C15 -0.18406 -19.80210 -12.75620
C16 -1.54379 -19.65605 -12.06458
O8 -1.97222 -20.88403 -11.42043
H43 -0.30459 -19.63888 -13.82350
H44 0.28961 -20.76613 -12.55824
H45 0.55871 -19.11636 -12.34153
H46 -2.24817 -19.37888 -12.84634
H47 -1.56866 -18.95599 -11.22731
H48 -1.61651 -20.96352 -10.53377
C17 -6.29394 -21.57881 -10.30057
C18 -5.07692 -20.72644 -10.60215
O9 -4.73957 -20.81423 -11.99333
H49 -6.12415 -22.63442 -10.50472
H50 -7.02105 -21.24243 -11.04893
H51 -6.63995 -21.40517 -9.28410
H52 -4.26948 -21.14760 -9.99230
H53 -5.16987 -19.65062 -10.45851
H54 -3.80492 -21.06264 -12.04331
C19 -7.99981 -21.04072 -6.52584
C20 -9.14830 -20.67079 -7.47275
O10 -9.64028 -19.35130 -7.28066
H55 -7.46952 -21.93591 -6.86865
H56 -8.29807 -21.29037 -5.50736
H57 -7.24639 -20.25269 -6.45805
H58 -9.98374 -21.31671 -7.19673
H59 -8.87674 -20.79855 -8.52105
H60 -9.24288 -18.73447 -7.92034

Q: What is the ΔE to the lowest compared entry with this formula, charge and spin in the second record?
A: 53.95 kcal per mole

Q: Among the records above, which one has the highest ΔE to the lowest compared entry with this formula, charge and spin?
A: C20H60O10

Q: Which of these has the lowest total charge?
A: C20H60O10